Entry 1:
Below is a structure of composition C35H49GeMgN4O3, with properties calculated with ωB97M-V with the def2-TZVPD basis set.

Values from the calculation:
Total charge: +2
ΔE to the lowest compared entry with this formula, charge and spin in kcal per mole: 0.0
DFT total energy in eV: -111147.1092
Spin multiplicity: 2
Expectation value of S²: 0.75
Molecular weight in g mol⁻¹: 670.717

```
93
Properties=species:S:1:pos:R:3:mulliken_charge:R:1
Mg -0.034 0.474 -0.190 3.760
C -1.003 0.252 4.407 -1.756
C -1.596 -0.035 3.035 1.645
C -2.042 -1.482 2.957 -1.310
C -2.745 0.912 2.731 -1.440
O -0.565 0.193 2.007 -0.443
Ge 1.081 0.884 2.377 0.349
O 0.902 2.055 0.998 -0.725
C 0.663 3.492 1.290 1.786
C 1.715 4.290 0.543 -1.547
C -0.745 3.848 0.841 -1.191
C 0.800 3.727 2.789 -2.093
O 2.091 -0.265 1.474 -0.322
C 2.802 -1.407 2.045 1.388
C 3.445 -0.989 3.358 -1.764
C 1.798 -2.532 2.248 -1.280
C 3.869 -1.785 1.029 -1.599
H -1.759 0.105 5.179 0.508
H -0.662 1.287 4.494 0.446
H -0.176 -0.428 4.633 0.447
H -2.646 -1.733 3.829 0.528
H -1.185 -2.155 2.924 0.099
H -2.651 -1.644 2.074 0.198
H -3.583 0.714 3.400 0.430
H -3.091 0.771 1.705 0.179
H -2.445 1.952 2.865 0.292
H 1.556 4.240 -0.531 0.190
H 2.715 3.921 0.772 0.304
H 1.660 5.338 0.839 0.455
H -0.840 3.808 -0.242 0.219
H -0.980 4.866 1.153 0.594
H -1.480 3.179 1.292 -0.151
H 1.798 3.460 3.149 0.510
H 0.038 3.180 3.354 0.443
H 0.654 4.783 3.015 0.572
H 2.686 -0.693 4.090 0.435
H 4.139 -0.162 3.206 0.380
H 3.999 -1.821 3.791 0.452
H 1.086 -2.282 3.038 0.266
H 2.305 -3.454 2.536 0.548
H 1.241 -2.717 1.327 0.049
H 4.466 -0.915 0.760 0.409
H 3.429 -2.214 0.126 0.195
H 4.532 -2.540 1.449 0.458
C 1.686 2.457 -2.386 -1.507
C 0.203 2.648 -2.432 0.224
C -0.349 3.651 -3.224 -0.902
C -1.720 3.758 -3.323 -1.199
C -2.523 2.841 -2.656 -0.730
C -1.917 1.871 -1.879 0.497
N -0.580 1.803 -1.750 1.309
C -2.708 0.776 -1.241 0.128
C -4.093 0.844 -1.180 -0.932
C -4.797 -0.277 -0.784 -1.338
C -4.100 -1.434 -0.498 -0.709
C -2.708 -1.424 -0.508 -0.119
N -2.023 -0.309 -0.826 0.682
C -1.990 -2.715 -0.255 0.956
C -2.607 -3.730 0.466 -0.549
C -1.972 -4.956 0.574 -1.230
C -0.754 -5.138 -0.050 -0.870
C -0.184 -4.073 -0.742 0.305
C 1.141 -4.221 -1.433 -1.036
N -0.792 -2.884 -0.822 -0.150
H 2.206 3.407 -2.491 0.764
H 2.011 1.978 -1.463 -0.014
H 1.984 1.824 -3.224 0.136
H 0.304 4.325 -3.760 0.619
H -2.170 4.529 -3.934 0.475
H -3.593 2.879 -2.779 0.472
H -4.617 1.745 -1.456 0.524
H -5.877 -0.262 -0.745 0.499
H -4.635 -2.349 -0.295 0.556
H -3.560 -3.577 0.950 0.459
H -2.433 -5.762 1.128 0.463
H -0.245 -6.091 -0.014 0.507
H 1.350 -5.265 -1.652 0.537
H 1.156 -3.659 -2.367 0.152
H 1.952 -3.854 -0.798 0.045
N 1.189 -0.868 -1.311 1.548
C 1.491 -0.740 -2.710 -0.327
C 2.809 -0.677 -3.141 -0.297
C 3.084 -0.511 -4.492 -0.672
C 2.047 -0.418 -5.409 -0.708
C 0.731 -0.508 -4.973 -0.793
C 0.449 -0.669 -3.625 0.281
H 2.035 -1.071 -0.787 -0.755
H 0.539 -1.665 -1.190 -0.320
H 3.620 -0.749 -2.425 0.429
H 4.111 -0.460 -4.826 0.445
H 2.263 -0.293 -6.461 0.430
H -0.080 -0.458 -5.687 0.466
H -0.576 -0.747 -3.279 0.336
```



Entry 2:
Below is a structure of composition C35H50BCl3F4N5O2RbS2Si3, with properties calculated with ωB97M-V with the def2-TZVPD basis set.

Values from the calculation:
Total charge: -2
ΔE to the lowest compared entry with this formula, charge and spin in kcal per mole: 49.2
DFT total energy in eV: -143735.4644
Molecular weight in g mol⁻¹: 999.841

```
106
Properties=species:S:1:pos:R:3:mulliken_charge:R:1
Rb -0.189 0.214 -1.610 0.755
C 2.216 0.288 3.533 -0.965
Si 3.549 -0.520 2.427 -0.078
C 2.846 -2.257 2.006 -0.892
C 5.023 -0.868 3.645 -1.251
C 4.050 0.519 0.965 1.305
Si 3.743 2.365 0.975 -0.165
C 4.888 3.303 2.229 -1.229
C 1.973 2.997 1.346 -0.875
C 4.217 3.138 -0.711 -0.785
Si 5.135 -0.195 -0.352 -0.547
C 5.217 -2.104 -0.517 -1.222
C 7.020 0.255 -0.163 -1.294
C 4.688 0.328 -2.155 0.113
C 5.618 0.876 -3.041 -0.109
C 5.228 1.273 -4.305 -0.449
C 3.903 1.107 -4.670 -0.609
C 3.042 0.543 -3.739 -0.354
N 3.419 0.166 -2.529 0.071
H 1.988 -0.298 4.421 0.386
H 1.301 0.416 2.966 0.136
H 2.541 1.270 3.859 0.296
H 2.263 -2.686 2.819 0.388
H 3.635 -2.964 1.769 0.409
H 2.194 -2.188 1.143 0.023
H 4.749 -1.496 4.492 0.324
H 5.406 0.070 4.041 0.304
H 5.845 -1.352 3.123 0.284
H 4.733 2.964 3.248 0.299
H 4.727 4.379 2.213 0.327
H 5.930 3.124 1.980 0.298
H 1.743 2.975 2.407 0.309
H 1.221 2.398 0.835 0.119
H 1.846 4.020 0.999 0.428
H 5.194 2.799 -1.036 0.168
H 4.232 4.221 -0.687 0.457
H 3.497 2.837 -1.463 0.032
H 5.571 -2.561 0.400 0.299
H 5.880 -2.421 -1.320 0.375
H 4.232 -2.500 -0.725 0.291
H 7.358 -0.022 0.832 0.302
H 7.185 1.324 -0.264 0.326
H 7.661 -0.258 -0.879 0.327
H 6.642 1.007 -2.727 0.318
H 5.941 1.720 -4.993 0.385
H 3.551 1.409 -5.648 0.401
H 1.999 0.381 -3.990 0.350
F -2.954 2.382 -1.165 -0.393
B -2.736 2.766 0.172 0.477
F -3.949 2.865 0.828 -0.378
F -1.953 1.781 0.781 -0.227
F -2.078 3.977 0.180 -0.393
Cl -8.877 -4.631 5.443 -0.249
C -7.502 -4.019 4.591 0.456
C -6.839 -2.887 5.062 -0.812
C -5.754 -2.412 4.363 -0.327
C -5.306 -3.027 3.187 -0.370
C -4.144 -2.439 2.421 -0.001
C -2.790 -2.976 2.954 -1.286
N -1.775 -2.838 1.955 0.399
C -1.351 -3.816 1.095 -0.373
C -0.480 -3.211 0.236 -1.004
N -0.374 -1.891 0.546 0.340
C -1.159 -1.694 1.569 -0.632
O -4.138 -1.033 2.546 -0.443
C -4.518 -0.315 1.379 -0.260
C -5.771 -0.853 0.758 -0.084
C -6.984 -0.932 1.386 0.970
Cl -7.404 -0.274 2.903 -0.197
S -8.186 -1.746 0.424 -0.233
C -7.029 -1.975 -0.840 -0.544
C -5.815 -1.458 -0.523 -0.866
C -5.987 -4.173 2.759 0.937
Cl -5.464 -5.008 1.336 -0.218
C -7.076 -4.675 3.439 -0.862
H -7.195 -2.397 5.954 0.414
H -5.234 -1.528 4.697 0.439
H -4.226 -2.731 1.364 0.700
H -2.885 -4.032 3.226 0.417
H -2.518 -2.389 3.834 0.316
H -1.697 -4.828 1.179 0.417
H 0.078 -3.632 -0.576 0.463
H -1.315 -0.750 2.051 0.594
H -3.715 -0.341 0.633 0.129
H -4.637 0.714 1.721 0.289
H -7.340 -2.479 -1.733 0.473
H -4.961 -1.480 -1.176 0.647
H -7.596 -5.551 3.087 0.441
C -1.906 3.787 -3.693 -0.788
N -0.958 4.303 -4.639 0.334
C -1.215 4.572 -5.959 -0.295
C -0.079 5.020 -6.534 -0.601
N 0.884 5.026 -5.552 0.010
C 0.356 4.564 -4.375 -0.095
S 1.193 4.414 -2.968 -0.342
H -2.799 4.415 -3.675 0.334
H -1.461 3.792 -2.698 0.064
H -2.191 2.763 -3.944 0.370
H -2.185 4.417 -6.386 0.432
H 0.122 5.330 -7.541 0.408
H 1.853 5.276 -5.635 0.192
C -0.929 -2.346 -4.314 -0.845
O -0.941 -1.306 -3.488 -0.634
H 0.094 -2.782 -4.470 0.181
H -1.295 -2.106 -5.351 0.190
H -1.569 -3.205 -3.973 0.138
```



Entry 3:
Below is a cluster of 6 separate species, C35H50BF5N2O20 in total, with properties calculated with ωB97M-V with the def2-TZVPD basis set.

Values from the calculation:
DFT total energy in eV: -95288.7108
Molecular weight in g mol⁻¹: 924.581

```
113
Properties=species:S:1:pos:R:3:mulliken_charge:R:1
C 4.628 -1.230 1.833 -0.455
C 5.145 0.274 1.330 0.169
O 4.815 0.538 -0.099 -0.151
B 4.026 1.785 -0.235 0.589
O 4.539 3.065 0.361 -0.458
C 2.599 1.778 -1.074 0.240
C 2.702 2.914 -2.251 -0.250
N 2.521 3.670 -3.311 -0.677
C 1.264 1.966 -0.084 1.617
C 1.674 1.135 1.310 -0.497
N 1.917 0.509 2.437 -0.716
C 1.024 3.517 0.392 -0.251
C 0.103 4.433 -0.586 -0.588
C -1.482 4.532 -0.260 -0.670
C -1.971 4.093 1.230 -0.572
C -2.461 2.504 1.332 0.098
C -3.748 2.277 2.326 -0.733
C -4.407 0.787 1.948 0.444
O -4.668 -0.002 3.164 -0.453
C -4.867 -1.401 2.688 -0.508
C 0.018 1.258 -0.862 -0.478
C -0.424 -0.221 -0.273 -0.125
C 0.644 -1.432 -0.662 0.927
C -0.262 -2.832 -0.631 0.202
O -0.259 -3.542 0.527 -0.577
O -1.064 -3.328 -1.769 -0.382
C -2.487 -2.965 -1.636 -0.083
C -2.794 -1.876 -2.865 -0.724
H 3.505 -1.423 1.534 0.069
H 4.658 -1.263 3.023 0.399
H 5.286 -2.091 1.388 -0.229
H 6.324 0.265 1.456 -0.221
H 4.623 1.049 2.059 0.337
H 5.544 3.113 0.253 0.414
H 2.498 0.702 -1.569 -0.098
H 0.715 3.485 1.521 0.393
H 2.109 4.020 0.385 0.103
H 0.206 4.032 -1.706 0.157
H 0.603 5.517 -0.616 0.394
H -1.810 5.668 -0.415 0.392
H -2.132 3.922 -1.054 0.277
H -1.202 4.355 2.088 0.250
H -2.948 4.730 1.478 0.354
H -1.531 1.835 1.600 -0.048
H -2.800 2.213 0.225 0.101
H -4.546 3.114 2.117 0.322
H -3.377 2.234 3.437 0.253
H -3.612 0.202 1.305 -0.096
H -5.381 0.893 1.290 0.056
H -3.985 -2.114 2.993 0.273
H -5.860 -1.848 3.174 0.142
H -4.999 -1.468 1.508 0.219
H 0.370 1.057 -1.985 0.405
H -0.964 1.885 -0.944 -0.130
H -0.725 -0.212 0.866 0.256
H -1.427 -0.503 -0.857 -0.412
H 0.995 -1.320 -1.792 0.066
H 1.537 -1.520 0.091 -0.352
H -2.703 -2.437 -0.589 0.086
H -3.227 -3.877 -1.697 0.364
H -1.851 -1.766 -3.583 0.232
H -2.974 -0.797 -2.386 0.142
H -3.737 -2.161 -3.501 0.288
C 4.832 -1.129 -3.451 0.074
C 5.607 -0.465 -4.537 0.326
O 4.801 -0.651 -5.678 -0.329
C 3.525 -0.710 -5.205 0.603
O 2.531 -0.590 -5.902 -0.539
O 3.494 -0.913 -3.853 -0.203
F 6.786 -1.094 -4.741 -0.290
H 5.023 -2.206 -3.391 0.191
H 5.024 -0.684 -2.471 -0.135
H 5.777 0.605 -4.377 0.327
C -9.051 0.939 2.257 -0.379
C -8.957 -0.531 2.481 0.451
O -8.753 -1.050 1.187 -0.286
C -8.103 -0.064 0.508 0.796
O -7.516 -0.232 -0.548 -0.627
O -8.184 1.137 1.158 -0.315
F -10.124 -1.022 2.958 -0.284
H -10.061 1.263 1.985 0.248
H -8.720 1.514 3.126 0.297
H -8.131 -0.834 3.134 0.099
C 10.147 0.696 1.307 -0.142
C 10.554 1.803 0.395 0.313
O 9.374 2.089 -0.322 -0.286
C 8.357 1.768 0.526 0.477
O 7.201 2.128 0.377 -0.542
O 8.792 0.998 1.571 -0.283
F 11.493 1.385 -0.482 -0.297
H 10.214 -0.289 0.833 0.108
H 10.733 0.682 2.230 0.260
H 10.899 2.705 0.910 0.303
C 7.903 -5.296 0.444 -0.450
C 7.301 -4.503 1.553 0.497
O 8.255 -3.493 1.792 -0.274
C 8.868 -3.293 0.591 0.683
O 9.553 -2.320 0.326 -0.578
O 8.615 -4.315 -0.283 -0.312
F 7.185 -5.252 2.673 -0.315
H 8.602 -6.061 0.801 0.265
H 7.147 -5.776 -0.182 0.291
H 6.336 -4.048 1.307 0.139
C -12.362 -2.265 -0.140 -0.389
C -11.819 -1.816 -1.454 0.355
O -12.141 -0.444 -1.492 -0.292
C -12.157 -0.048 -0.188 0.690
O -12.126 1.117 0.173 -0.562
O -12.205 -1.115 0.666 -0.279
F -12.457 -2.431 -2.475 -0.297
H -13.423 -2.532 -0.189 0.281
H -11.807 -3.112 0.272 0.262
H -10.737 -1.943 -1.559 0.250
```



Entry 4:
Below is a structure of composition C35H50BrNO4PPdSSi2Te, with properties calculated with ωB97M-V with the def2-TZVPD basis set.

Values from the calculation:
Total charge: +1
DFT total energy in eV: -163478.5957
Molecular weight in g mol⁻¹: 981.925

```
97
Properties=species:S:1:pos:R:3:mulliken_charge:R:1
Pd 0.559 -0.570 0.115 0.336
O 1.713 -1.102 2.570 -0.727
S 2.946 -1.018 1.802 1.726
O 4.025 -0.290 2.393 -0.753
O 2.616 -0.553 0.386 -0.332
C 3.417 -2.688 1.495 0.129
C 4.627 -3.185 1.940 -0.636
C 4.972 -4.495 1.635 -0.711
C 4.117 -5.282 0.881 -0.796
C 2.912 -4.769 0.419 -0.349
C 2.551 -3.460 0.718 -0.160
P 0.933 -2.869 0.101 1.026
C -0.261 -3.861 1.033 1.415
C -0.466 -3.501 2.366 -1.167
C -1.332 -4.240 3.155 -0.786
C -2.000 -5.335 2.622 -0.599
C -1.781 -5.707 1.305 -0.842
C -0.906 -4.978 0.509 -0.605
C 0.930 -3.353 -1.644 1.000
C -0.253 -3.604 -2.341 -0.391
C -0.230 -3.803 -3.713 -1.152
C 0.971 -3.738 -4.406 -0.807
C 2.150 -3.471 -3.723 -0.674
C 2.132 -3.275 -2.351 -1.138
H 5.278 -2.545 2.520 0.609
H 5.913 -4.899 1.984 0.436
H 4.388 -6.302 0.642 0.450
H 2.257 -5.393 -0.177 0.500
H 0.068 -2.654 2.784 0.606
H -1.479 -3.964 4.191 0.474
H -2.677 -5.910 3.240 0.430
H -2.280 -6.574 0.893 0.478
H -0.721 -5.302 -0.506 0.525
H -1.200 -3.656 -1.819 0.771
H -1.153 -4.009 -4.239 0.483
H 0.988 -3.895 -5.476 0.423
H 3.088 -3.413 -4.259 0.477
H 3.057 -3.058 -1.832 0.386
C -1.727 2.472 -1.645 -0.306
C -2.447 2.637 -0.326 -0.819
O -1.758 1.922 0.694 0.325
C -2.319 2.148 1.986 -0.115
C -3.789 1.783 2.119 -1.364
H -2.247 3.034 -2.422 0.503
H -1.705 1.425 -1.947 -0.131
H -0.699 2.828 -1.589 -0.227
H -3.474 2.267 -0.417 0.497
H -2.512 3.699 -0.048 0.416
H -2.173 3.202 2.257 0.096
H -1.709 1.552 2.667 0.308
H -4.445 2.557 1.721 0.382
H -4.039 1.648 3.171 0.401
H -4.007 0.852 1.596 0.244
C 1.163 6.964 0.567 -1.116
Si 1.179 5.380 1.556 0.240
C -0.110 5.420 2.909 -1.052
C 2.874 5.108 2.292 -1.064
C 0.686 3.983 0.370 0.232
Te 1.400 2.059 0.944 -0.106
C 3.244 2.266 -0.079 -0.803
Si 3.414 1.716 -1.890 0.238
C 4.990 0.722 -1.992 -1.048
C 1.977 0.701 -2.574 -0.034
C 3.542 3.275 -2.918 -1.162
H 1.307 7.833 1.212 0.345
H 0.216 7.097 0.039 0.344
H 1.964 6.965 -0.176 0.330
H 0.067 6.254 3.591 0.414
H -0.090 4.502 3.503 0.304
H -1.114 5.539 2.496 0.295
H 3.032 5.816 3.109 0.400
H 3.667 5.277 1.561 0.322
H 2.997 4.104 2.704 0.332
H 1.039 4.175 -0.646 0.497
H -0.399 3.913 0.340 -0.694
H 3.957 1.729 0.548 0.577
H 3.483 3.329 -0.007 0.604
H 4.923 -0.154 -1.342 0.188
H 5.854 1.309 -1.678 0.344
H 5.173 0.375 -3.012 0.333
H 2.251 -0.352 -2.669 -0.109
H 1.695 1.068 -3.564 0.630
H 1.085 0.763 -1.941 -0.646
H 4.295 3.958 -2.519 0.345
H 2.587 3.809 -2.948 0.324
H 3.818 3.044 -3.949 0.361
Br -3.803 -1.810 -3.352 -0.093
C -3.199 -1.573 -1.591 -0.683
C -3.996 -1.891 -0.504 -0.239
C -3.475 -1.705 0.766 -1.240
C -2.189 -1.220 0.906 -0.298
N -1.425 -0.934 -0.153 1.575
C -1.917 -1.099 -1.383 -1.250
H -4.997 -2.273 -0.650 0.537
H -4.056 -1.936 1.647 0.655
H -1.746 -1.048 1.877 0.583
H -1.265 -0.859 -2.212 1.030
```